Density functional theory data (wB97M-V/def2-TZVPD) for C37H30GaO27P2S as an isolated structure.

XYZ file:
```
98
Properties=species:S:1:pos:R:3
Ga -2.501 2.925 -3.000
S -5.980 3.305 -3.860
P -4.587 4.033 -2.720
P -2.697 0.914 -4.178
O 2.663 -2.888 2.786
O 2.582 -7.565 3.227
O 6.103 -0.388 9.061
O 0.380 -1.011 -6.540
O 5.208 -7.517 2.919
O -2.500 -0.350 -0.750
O -1.788 -2.349 -5.595
O -0.349 2.378 0.268
O 5.271 -2.852 2.405
O -6.740 6.369 5.263
O -7.037 6.419 -0.016
O -3.320 1.195 -5.635
O -1.090 0.164 1.496
O -0.037 -6.169 -7.644
O -0.399 -4.448 1.858
O -1.336 0.313 -4.306
O 4.965 -2.067 4.829
O 2.113 -4.913 -8.486
O 8.633 -0.677 8.375
O 7.517 -2.416 4.165
O -1.699 -4.955 -0.373
O -7.405 4.067 1.243
O -4.411 5.638 -2.895
O -1.900 2.548 -1.233
O -6.442 8.686 4.046
O -3.645 -0.169 -3.446
O -5.096 3.867 -1.152
C -6.832 6.327 4.047
C 3.200 -3.977 2.811
C -6.661 7.613 3.290
C -6.974 6.442 1.195
C 1.349 -2.903 -7.543
C 4.659 -6.432 2.866
C -1.227 -1.080 1.092
C 7.826 -1.025 7.531
C -0.850 -3.461 1.290
C 7.240 -1.915 5.360
C 8.194 -1.573 6.240
C 6.365 -0.876 7.854
C -7.097 5.118 3.298
C -2.018 -1.308 -0.180
C 0.318 -2.194 -6.786
C -1.611 -3.685 0.015
C 5.776 -1.745 5.677
C 2.490 -5.229 3.019
C 1.322 2.460 -2.262
C -0.876 -2.987 -6.297
C 1.211 -4.206 -7.803
C 2.356 2.938 -3.047
C 5.409 -1.214 6.979
C 0.509 4.687 -1.984
C -6.727 7.661 1.956
C -0.998 -4.301 -6.576
C 4.689 -4.030 2.608
C 0.385 3.333 -1.719
C 1.525 5.173 -2.790
C 3.168 -6.383 3.044
C -2.157 -2.674 -0.668
C 0.015 -4.985 -7.343
C 5.368 -5.183 2.635
C -0.673 2.742 -0.844
C -0.685 -2.113 1.769
C -7.167 5.154 1.956
C 2.455 4.293 -3.327
H 6.439 -5.232 2.491
H 9.247 -1.688 6.024
H 6.663 -2.566 3.703
H -6.441 8.362 4.968
H 2.205 -2.333 -7.874
H -6.606 8.581 1.402
H -2.708 -2.826 -1.586
H 1.573 6.231 -2.997
H -1.532 -1.406 -5.466
H -1.845 -4.881 -6.238
H -5.175 6.091 -2.512
H 3.103 2.273 -3.454
H -7.232 4.203 3.856
H -0.116 -1.970 2.676
H 3.300 -8.224 3.202
H 1.418 -5.179 3.145
H 1.255 1.404 -2.046
H -7.396 4.326 0.299
H -2.561 1.470 -6.167
H 3.245 4.669 -3.959
H 4.357 -1.110 7.202
H -4.436 3.355 -0.667
H -0.222 5.363 -1.563
H 4.553 -2.189 2.451
H 6.971 -0.229 9.478
H -1.219 -5.469 0.305
H -1.613 3.901 -3.855
H 1.755 -5.820 -8.525
H -3.182 -0.412 -2.629
H -1.548 0.755 0.860
```

* total charge: -1
* highest occupied orbital energy: -5.53 eV
* F_max: 1.38 eV/A
* lowest unoccupied orbital energy: -0.4462 eV
* HOMO-LUMO gap: 5.089 eV

Density functional theory data (wB97M-V/def2-TZVPD) for the molecule C4H4FNO.

XYZ file:
```
11
Properties=species:S:1:pos:R:3
F 0.181 -2.712 -0.096
O -3.200 1.080 0.080
N -0.963 0.721 -0.324
C 1.029 -0.577 0.019
C -2.083 0.927 -0.088
C -0.135 -1.455 0.238
C 0.393 0.837 -0.053
H 0.772 1.293 -0.999
H 1.557 -0.666 0.896
H 0.537 1.320 0.967
H 1.913 -0.768 -0.640
```

* energy relative to the best compared isomer or geometry (same formula, charge and spin): 91.47 kcal per mole
* total charge: 0
* highest occupied orbital energy: -9.09 eV
* F_max: 3.69 eV/A
* lowest unoccupied orbital energy: 0.0467 eV
* HOMO-LUMO gap: 9.133 eV

Density functional theory data (wB97M-V/def2-TZVPD) for a 11-piece molecular cluster, CH21FN2O13S2 overall.

XYZ file:
```
40
Properties=species:S:1:pos:R:3
S -3.622 -2.535 -1.465
S -2.419 0.046 -0.992
F -4.095 -2.590 -3.043
O 0.564 -3.033 -1.009
O 4.825 1.498 -1.173
O 1.309 -3.119 2.857
O 1.514 3.433 0.687
O -3.354 -3.927 -1.085
O -4.709 -2.036 -0.626
O 2.423 0.039 -1.938
O 0.006 1.206 -0.346
O -2.655 2.564 0.835
O 3.620 -1.114 0.100
O -5.442 1.415 -1.801
O 0.172 2.396 2.921
O 1.260 -0.144 1.855
N -1.204 -1.930 -2.251
N -2.169 -1.653 -1.244
C -0.247 -2.474 -1.621
H -4.889 1.947 -1.216
H 2.227 3.240 0.064
H 0.528 -3.665 3.007
H 2.081 -0.646 1.932
H 0.637 -0.768 1.467
H -2.382 0.179 0.391
H 4.434 -1.626 0.190
H -5.666 0.641 -1.269
H 1.810 -0.646 -1.647
H 0.435 1.731 0.351
H 1.325 -2.994 1.901
H 0.522 1.533 2.656
H 1.940 3.956 1.376
H 5.621 1.014 -1.418
H -2.201 3.341 0.485
H -3.030 2.867 1.669
H 2.998 -1.733 -0.300
H 0.723 1.014 -0.963
H -0.318 2.211 3.731
H 4.210 0.811 -0.880
H 3.217 -0.448 -2.186
```

* total charge: 0
* highest occupied orbital energy: -9.53 eV
* F_max: 5.69 eV/A
* lowest unoccupied orbital energy: -0.6452 eV
* SMILES: O=C=NN(S)S(=O)(=O)F.O.O.O.O.O.O.O.O.O.O
* HOMO-LUMO gap: 8.881 eV

Density functional theory data (wB97M-V/def2-TZVPD) for C18H51FHfN3O9 as an isolated structure.

XYZ file:
```
83
Properties=species:S:1:pos:R:3
Hf -1.220 -0.542 2.405
F -1.281 -0.506 0.002
O 0.715 -1.861 1.646
O -1.824 -2.900 1.514
O 4.552 -2.034 -3.178
O -3.624 -0.285 1.347
O 1.423 2.588 -2.357
O -0.678 3.321 -0.365
O -1.866 -2.191 -2.147
O -4.471 -1.900 -3.334
O 1.504 -0.406 4.091
N 2.021 0.102 -1.200
N 0.611 1.083 1.749
N -2.020 1.758 1.941
C -2.241 -1.038 -2.931
C -3.331 -1.411 -3.945
C -4.202 -1.340 0.477
C 0.419 -2.975 0.749
C 4.354 0.127 -0.950
C -3.620 3.542 1.140
C -0.857 2.577 -1.508
C 2.082 0.839 3.655
C 0.156 3.153 -2.503
C 2.667 2.353 1.715
C 2.032 1.030 2.183
C 4.581 -3.466 -3.354
C 1.909 -0.785 5.441
C -4.174 0.979 1.064
C -3.447 2.107 1.766
C 3.345 -1.626 -2.413
C -0.761 -3.742 1.148
C 3.254 -0.192 -1.944
H -1.336 -0.722 -3.450
H -5.227 1.047 1.338
H 2.764 2.372 0.630
H 3.205 -2.243 -1.525
H 4.204 -0.417 -0.018
H 2.389 -1.859 -2.882
H 0.955 -1.012 5.915
H 2.444 -0.019 6.003
H -1.686 2.237 1.117
H 4.359 1.208 -0.810
H -2.605 -0.229 -2.297
H -0.620 1.522 -1.370
H 0.233 4.240 -2.536
H -1.096 -4.394 0.341
H -5.263 -1.136 0.338
H 1.865 1.073 -1.429
H 4.521 -3.863 -2.341
H 1.728 1.681 4.249
H 3.666 2.439 2.144
H -3.879 2.217 2.761
H 1.202 -0.342 -1.589
H -3.652 -0.578 -4.571
H -3.690 -1.505 -0.471
H -1.546 -1.911 -1.286
H 3.720 -3.888 -3.871
H -1.890 2.690 -1.835
H 1.633 -1.946 1.915
H -1.823 2.575 2.501
H -0.100 2.935 -3.540
H -4.202 -2.290 1.011
H 0.475 2.076 1.875
H 3.325 0.477 -2.801
H 0.686 1.084 0.742
H -0.470 -4.367 1.992
H -4.600 3.972 0.936
H -2.591 -3.474 1.457
H 2.068 3.139 -2.807
H -2.814 -2.196 -4.497
H 2.102 3.251 1.965
H 5.470 -3.794 -3.894
H 2.522 -1.672 5.600
H 2.532 0.194 1.695
H 5.313 -0.194 -1.356
H 3.157 0.832 3.834
H -0.650 4.245 -0.624
H 1.243 -3.687 0.789
H -3.039 3.635 0.223
H -4.161 -2.692 -2.889
H -3.121 4.344 1.683
H -4.090 1.151 -0.009
H 0.364 -2.568 -0.260
```

* energy relative to the best compared isomer or geometry (same formula, charge and spin): 140.63 kcal per mole
* total charge: +3
* highest occupied orbital energy: -15.57 eV
* F_max: 9.00 eV/A
* lowest unoccupied orbital energy: -12.5025 eV
* HOMO-LUMO gap: 3.065 eV

Density functional theory data (wB97M-V/def2-TZVPD) for a 2-piece molecular cluster, C2H3F3N4 overall.

XYZ file:
```
12
Properties=species:S:1:pos:R:3
F -0.931 -2.135 -0.926
F -0.804 -2.056 1.209
F -0.507 1.737 -1.763
N -1.538 1.717 1.317
N 1.270 -0.069 0.674
N 0.461 0.790 -1.286
N -1.403 -1.399 0.257
C 0.254 0.482 -0.006
C -0.711 1.134 0.749
H 0.636 0.248 -2.144
H 2.061 -0.472 0.266
H 1.211 0.023 1.653
```

* energy relative to the best compared isomer or geometry (same formula, charge and spin): 142.17 kcal per mole
* total charge: 0
* highest occupied orbital energy (alpha / beta): -9.78 / -7.40 eV
* F_max: 4.15 eV/A
* lowest unoccupied orbital energy (alpha / beta): -0.3277 / -0.5893 eV
* HOMO-LUMO gap (alpha / beta): 9.455 / 6.813 eV

Density functional theory data (wB97M-V/def2-TZVPD) for a 10-piece molecular cluster, C69H88F8N15O17S8 overall.

XYZ file:
```
205
Properties=species:S:1:pos:R:3
S -3.658 -4.313 0.374
S -0.476 4.676 -7.861
S -0.707 4.804 -5.539
S -1.571 -1.331 7.740
S -4.978 -3.691 -1.450
S 6.166 2.805 3.436
S -0.698 -0.517 5.759
S 4.379 3.600 2.302
F -3.700 -5.303 1.595
F 3.718 3.210 0.861
F 0.518 4.151 -9.045
F -5.704 -4.653 -2.474
F 7.692 2.280 3.064
F -2.620 -0.946 8.923
F 0.157 5.581 -4.437
F -0.600 0.830 4.905
O 4.539 5.014 2.110
O 6.423 4.130 4.021
O 5.779 1.753 4.307
O 3.357 3.066 3.202
O -1.723 5.844 -5.697
O 0.716 -0.778 5.968
O -0.753 5.970 -8.459
O -1.421 -1.323 4.772
O -1.132 3.538 -5.025
O -2.337 -4.575 -0.158
O -2.345 1.118 -0.903
O -1.503 3.624 -7.939
O -6.056 -2.776 -1.209
O -3.923 -3.069 1.118
O -2.398 -2.400 7.161
O -0.405 -1.696 8.625
O -3.842 -3.228 -2.228
N -5.550 4.984 -8.047
N -3.224 4.921 -1.366
N -4.777 -4.997 -0.353
N 1.882 1.396 -9.053
N -0.972 0.826 -0.876
N 0.512 4.684 -6.691
N -3.056 -0.179 -4.327
N 3.904 -1.387 3.178
N -1.664 0.061 7.095
N 12.589 -2.371 -2.536
N 5.717 2.605 2.091
N 6.647 1.208 -1.276
N -9.075 -4.717 9.569
N -5.041 -1.668 4.525
N 1.517 -5.713 8.329
C -1.641 -1.484 -0.080
C 8.842 0.595 -0.572
C -4.745 4.711 -5.343
C 5.566 2.152 -1.220
C 2.128 1.774 -7.754
C 13.682 -3.242 -2.709
C 1.846 -3.537 7.540
C -8.673 -4.133 7.283
C -6.059 5.004 -9.397
C -4.212 4.704 -3.943
C -1.035 0.438 -6.109
C 2.530 -3.137 3.997
C 2.666 -3.992 6.469
C -3.120 5.936 -2.203
C -7.362 -3.606 7.568
C -5.617 5.687 -5.773
C 2.978 -2.328 2.927
C 10.286 -0.966 -2.037
C -3.408 0.160 -5.597
C 1.198 -4.378 8.402
C 3.036 -2.987 5.347
C 2.804 -5.415 6.390
C -0.053 2.013 -0.960
C -4.967 -1.226 5.818
C -2.407 0.521 -6.479
C 12.708 -1.189 -1.906
C -2.916 5.142 0.051
C -1.774 -0.195 -3.897
C 0.768 -6.751 9.121
C -4.271 3.591 -3.074
C -0.705 -0.290 0.090
C -5.766 -1.822 6.805
C 7.690 1.322 -0.418
C -4.756 3.920 -7.684
C -6.534 -2.965 6.517
C -4.121 -0.359 -3.307
C 2.841 1.852 -10.118
C -3.765 3.782 -1.764
C -0.780 0.126 1.592
C 6.756 0.346 -2.349
C -0.277 2.837 -2.241
C 11.547 -0.422 -1.720
C -6.120 5.767 -7.101
C -6.482 -3.445 5.211
C 3.879 -1.931 5.542
C 10.264 -2.168 -2.642
C 2.343 -6.261 7.431
C -9.886 -5.294 10.616
C -0.779 0.124 -4.799
C -4.203 -1.078 3.493
C 0.100 2.917 0.334
C -0.183 0.371 -8.396
C 4.468 -0.565 2.150
C -9.511 -4.681 8.300
C -3.612 5.898 -3.484
C 0.755 -0.801 -0.089
C 1.169 1.432 -6.778
C -4.353 3.794 -6.333
C 7.925 -0.417 -2.555
C 1.796 0.314 -0.158
C 11.428 -2.838 -2.944
C 8.996 -0.200 -1.742
C 0.716 0.844 -9.344
C -7.859 -4.222 9.894
C -7.025 -3.706 8.899
C -5.813 -2.721 4.233
C 4.394 -1.188 4.452
C -0.015 0.744 -7.102
C 1.426 1.465 -1.117
H -4.400 3.282 -8.480
H 2.199 2.231 -1.043
H -1.033 -0.179 -8.772
H 1.031 -1.617 0.579
H 2.565 -7.317 7.416
H -5.776 -1.512 7.840
H -5.214 5.427 -9.940
H 9.311 -2.661 -2.765
H 14.486 -2.961 -2.028
H -10.919 -5.173 10.290
H 0.966 2.732 0.971
H 2.684 -0.114 -0.624
H 3.841 1.530 -9.831
H -4.710 -1.086 2.528
H 8.007 -0.969 -3.480
H 5.836 2.915 -0.490
H 0.868 -1.189 -1.101
H -5.943 6.443 -5.073
H -9.688 -6.361 10.723
H 2.575 1.393 -11.071
H 5.556 -0.624 2.150
H 0.407 3.677 -2.363
H -3.633 6.817 -4.051
H 0.642 0.587 -10.390
H 0.205 3.945 -0.012
H -2.640 0.790 -7.498
H -0.826 2.849 0.905
H -3.719 3.015 -1.006
H 9.719 0.638 0.057
H -4.461 0.209 -5.834
H 4.008 -0.739 1.177
H -5.726 -3.068 3.214
H 1.548 -2.500 7.581
H 2.772 2.922 -10.316
H -0.149 2.190 -3.109
H -6.301 3.979 -9.678
H 3.067 2.287 -7.601
H -2.779 6.855 -1.749
H -1.775 0.499 1.833
H -0.019 0.884 1.777
H 0.388 -4.130 9.072
H -9.799 -4.707 11.530
H -10.464 -5.148 8.099
H 1.481 1.155 -2.160
H 0.250 0.046 -4.478
H -7.514 -4.294 10.914
H -6.027 -3.443 9.219
H -3.389 -1.778 3.303
H -1.318 -2.249 0.627
H 0.427 -6.216 10.008
H 7.547 2.028 0.387
H 2.606 -2.437 1.919
H -6.773 6.495 -7.561
H 1.831 -3.920 3.746
H 11.340 -3.824 -3.376
H -6.954 5.616 -9.505
H -0.580 -0.709 2.263
H 5.908 0.324 -3.017
H 13.427 -4.296 -2.593
H 4.667 1.578 -0.999
H -3.557 -0.525 -2.389
H -3.808 -0.104 3.782
H -9.032 -4.101 6.265
H 11.575 0.595 -1.357
H -0.095 -7.180 8.613
H -2.685 4.167 0.478
H -3.875 5.412 0.494
H 5.102 -0.403 4.674
H -4.926 -1.078 -3.457
H -4.719 2.677 -3.436
H 14.077 -3.133 -3.719
H 1.455 -7.526 9.459
H 4.214 -1.623 6.522
H -4.292 -0.408 6.024
H -1.477 -0.521 -2.911
H -1.260 3.305 -2.294
H 3.354 -5.847 5.567
H -2.674 -1.153 0.026
H 1.419 1.622 -5.745
H -7.073 -4.270 4.843
H -4.643 0.589 -3.183
H -2.207 5.957 0.196
H -3.571 3.070 -6.160
H 4.213 0.478 2.341
H 5.491 2.720 -2.148
H 2.066 0.596 0.860
H -1.479 -1.906 -1.071
H 13.737 -0.919 -1.718
```

* total charge: +6
* expectation value of S²: 0.76
* highest occupied orbital energy: -17.48 eV
* multiplicity: 2
* F_max: 13.99 eV/A
* lowest unoccupied orbital energy: -11.7512 eV
* HOMO-LUMO gap: 5.727 eV

Density functional theory data (wB97M-V/def2-TZVPD) for a 3-piece molecular cluster, C4H13NO2 overall.

XYZ file:
```
20
Properties=species:S:1:pos:R:3
O 1.239 2.152 -3.254
O -1.530 1.553 -3.163
N -0.557 -1.201 1.339
C 1.204 -2.883 1.606
C 0.409 -2.102 0.882
C -0.214 0.216 1.335
C -0.542 0.987 2.590
H -0.695 0.365 3.466
H -1.504 1.503 2.509
H 2.176 -3.082 1.176
H -1.171 -1.439 2.099
H -0.629 1.304 -2.914
H 2.159 2.100 -2.974
H 0.987 -3.082 2.647
H -2.119 1.080 -2.557
H -0.566 0.683 0.409
H 0.199 1.757 2.787
H 0.555 -2.081 -0.191
H 0.853 0.279 1.122
H 1.244 2.593 -4.108
```

* energy relative to the best compared isomer or geometry (same formula, charge and spin): 44.82 kcal per mole
* total charge: 0
* highest occupied orbital energy: -8.22 eV
* F_max: 1.85 eV/A
* lowest unoccupied orbital energy: 0.6250 eV
* SMILES: C=CNCC.O.O
* HOMO-LUMO gap: 8.848 eV